1.
ORCA calculation (ωB97M-V/def2-TZVPD) on 20 unconnected molecules or ions with the total composition C20H85BN2O20P at a distorted geometry.

For the HOMO energy, the calculation gives -11.17 eV. The total charge is +1. As for the calculated total energy: -2793.3742 Eh.

Positions of all 129 atoms, in Å:
P1 1.26 -3.00 -0.51
O1 3.21 -0.76 -5.02
O2 7.16 1.43 -0.76
O3 4.41 0.29 -0.53
O4 7.07 0.79 2.29
O5 -6.41 3.65 4.00
O6 1.61 1.42 -5.54
O7 4.09 -5.08 -6.00
O8 -6.86 -1.90 1.86
O9 -5.61 2.77 -1.56
O10 -2.61 5.89 -2.22
O11 0.57 -7.00 -0.16
O12 -1.27 3.79 4.84
O13 -0.88 1.08 5.71
O14 0.51 -2.00 4.83
O15 -0.83 2.29 -3.63
O16 -1.83 -3.25 6.05
O17 0.19 -3.97 -2.91
O18 -1.48 7.36 2.03
O19 -5.60 -0.45 -0.36
O20 0.07 6.45 4.57
N1 7.05 -3.51 -4.17
N2 0.99 -1.68 -3.14
C1 5.31 -2.44 -2.81
C2 -1.95 2.81 -0.53
C3 -3.27 1.17 2.72
C4 -1.91 -0.95 2.89
C5 5.86 -2.66 -4.21
C6 -0.13 -3.47 0.53
C7 0.24 -1.53 -4.42
C8 -1.73 -2.33 2.24
C9 4.21 -3.41 -2.40
C10 3.90 -3.31 -0.91
C11 -3.26 -0.35 2.54
C12 -4.04 3.40 1.65
C13 -2.60 3.94 1.74
C14 -1.01 -2.25 0.88
C15 -1.86 4.02 0.39
C16 1.21 -0.39 -2.47
C17 2.66 -4.14 -0.52
C18 0.04 1.68 0.70
C19 -1.29 1.51 -0.03
C20 -4.20 1.88 1.73
B1 0.70 -2.81 -2.40
H1 -0.41 -1.33 0.84
H2 -2.43 5.04 -2.65
H3 -2.00 3.41 2.47
H4 1.36 0.39 -3.22
H5 0.66 0.78 0.63
H6 5.13 -3.17 -4.83
H7 -0.87 0.16 5.43
H8 -2.18 7.75 1.50
H9 -5.47 -1.22 0.20
H10 6.67 -0.08 2.31
H11 7.62 0.83 3.08
H12 2.47 -4.90 -1.28
H13 -3.25 6.32 -2.79
H14 4.53 -4.43 -2.64
H15 -1.44 1.54 -3.62
H16 0.00 1.94 -3.99
H17 -4.41 3.72 0.67
H18 -5.94 3.19 -0.76
H19 6.82 1.59 0.14
H20 -6.97 3.95 4.73
H21 0.62 2.50 0.26
H22 -1.07 -2.75 5.72
H23 0.73 -6.13 -0.51
H24 -4.05 -0.84 3.11
H25 -5.23 1.67 2.03
H26 6.14 -2.54 -2.10
H27 -0.71 -4.22 -0.02
H28 -1.66 -3.41 6.98
H29 2.64 -0.99 -4.27
H30 0.36 -0.09 -1.85
H31 -0.83 -1.47 -4.25
H32 0.26 -3.96 1.43
H33 -2.24 4.87 -0.17
H34 0.57 -0.63 -4.92
H35 7.87 -2.96 -3.96
H36 -0.81 4.24 0.62
H37 5.25 0.07 -0.97
H38 2.73 -4.64 0.45
H39 4.94 -1.41 -2.72
H40 3.78 0.44 -1.24
H41 -1.24 -3.05 2.91
H42 -5.74 3.10 4.42
H43 -6.79 -2.02 2.81
H44 7.17 2.29 -1.18
H45 0.44 -2.38 -5.07
H46 -5.78 1.83 -1.42
H47 -2.25 1.51 2.55
H48 2.44 0.93 -5.63
H49 -0.63 4.44 5.16
H50 -1.11 -0.28 2.55
H51 0.63 7.21 4.75
H52 -1.45 3.05 -1.47
H53 1.19 -1.48 5.28
H54 0.00 -6.90 0.60
H55 3.31 -3.17 -2.98
H56 -4.67 3.91 2.38
H57 -2.00 0.96 0.60
H58 -1.82 -1.09 3.97
H59 -7.37 -2.65 1.55
H60 -2.72 -2.75 2.05
H61 -1.27 6.53 1.59
H62 2.11 -0.42 -1.85
H63 1.75 -1.81 0.02
H64 -0.61 6.77 3.96
H65 -2.66 4.96 2.13
H66 1.57 2.00 -6.30
H67 -4.09 1.44 0.74
H68 -2.99 2.61 -0.77
H69 4.77 -3.63 -0.34
H70 3.74 -2.25 -0.68
H71 3.88 -5.76 -6.65
H72 3.04 -1.45 -5.67
H73 7.21 -3.95 -5.07
H74 -6.12 0.13 0.20
H75 -3.54 1.44 3.75
H76 -0.10 1.90 1.76
H77 -0.65 -4.32 -2.58
H78 -0.79 1.62 4.91
H79 -1.13 0.88 -0.91
H80 3.51 -5.28 -5.25
H81 -1.78 3.52 5.61
H82 6.03 -1.68 -4.68
H83 -1.76 -2.16 0.09
H84 0.86 -2.15 3.94
H85 -3.47 -0.55 1.48

2.
ORCA calculation (ωB97M-V/def2-TZVPD) on 2 unconnected molecules or ions with the total composition C18H24N2O3.

For the HOMO energy, the calculation gives 1.70 eV. The total charge is -2. As for the calculated total energy: -1035.4612 Eh.

Positions of all 47 atoms, in Å:
O1 5.00 -3.76 2.31
O2 3.50 -4.44 0.80
O3 3.16 -2.55 1.95
N1 -4.66 -0.07 1.52
N2 -7.05 -0.55 0.07
C1 -5.98 0.19 -1.93
C2 0.19 1.21 0.37
C3 -5.94 -0.08 -0.55
C4 5.50 -0.15 -0.70
C5 -5.76 -0.53 2.08
C6 2.54 0.48 -0.42
C7 -1.06 1.18 -0.51
C8 1.47 1.58 -0.41
C9 -4.86 0.67 -2.56
C10 3.50 0.53 0.78
C11 -3.67 0.91 -1.85
C12 -3.58 0.68 -0.49
C13 3.88 -3.61 1.68
C14 -6.95 -0.76 1.37
C15 -4.73 0.17 0.18
C16 -2.33 0.95 0.30
C17 5.14 -1.60 -0.41
C18 4.99 0.73 0.45
H1 1.88 2.50 0.00
H2 3.19 1.38 1.41
H3 5.82 -2.30 -0.90
H4 3.07 0.52 -1.37
H5 0.00 1.95 1.16
H6 5.22 1.79 0.27
H7 5.15 -1.82 0.65
H8 -7.83 -1.13 1.89
H9 -6.90 0.01 -2.46
H10 0.31 0.24 0.87
H11 -1.12 2.17 -0.99
H12 -5.73 -0.73 3.15
H13 6.58 -0.02 -0.78
H14 -2.51 1.85 0.90
H15 -0.94 0.42 -1.28
H16 3.38 -0.37 1.39
H17 5.10 0.18 -1.67
H18 5.55 0.42 1.34
H19 2.02 -0.49 -0.39
H20 -4.88 0.87 -3.63
H21 -2.81 1.29 -2.38
H22 1.17 1.78 -1.44
H23 4.15 -1.84 -0.80
H24 -2.18 0.15 1.03

3.
ORCA calculation (ωB97M-V/def2-TZVPD) on a gas-phase ion, C5H14NO (charge +1) at a distorted geometry.

The structure (SMILES) is C[C@H]([NH3+])CCCO. For the HOMO energy, the calculation gives -14.97 eV. The energy above the lowest of the compared OMol25 structures with the same formula, charge and spin comes out at 38.51 kJ/mol. The total charge is +1. As for the calculated total energy: -328.6716 Eh.

Positions of all 21 atoms, in Å:
O1 0.00 -0.07 2.14
N1 -1.21 1.01 0.08
C1 -0.72 -0.23 -0.61
C2 1.58 0.30 0.45
C3 0.81 -0.13 -0.78
C4 1.29 -0.54 1.68
C5 -1.40 -0.45 -1.94
H1 2.07 -0.43 2.42
H2 -2.45 -0.70 -1.84
H3 0.98 0.61 -1.56
H4 1.16 -1.09 -1.15
H5 -0.86 -1.20 -2.52
H6 2.65 0.27 0.22
H7 -0.14 -0.34 3.07
H8 -0.70 1.05 0.98
H9 -0.99 -1.05 0.05
H10 -2.21 1.00 0.30
H11 1.17 -1.58 1.38
H12 1.37 1.33 0.74
H13 -1.40 0.43 -2.57
H14 -1.00 1.82 -0.52

4.
ORCA calculation (ωB97M-V/def2-TZVPD) on C4H8N2O in the gas phase.

The structure (SMILES) is C=COC=C(N)N. For the HOMO energy, the calculation gives -7.82 eV. The energy above the lowest of the compared OMol25 structures with the same formula, charge and spin comes out at 248.76 kJ/mol. The total charge is 0. As for the calculated total energy: -341.9089 Eh.

Positions of all 15 atoms, in Å:
O1 -0.64 1.23 0.19
N1 -0.14 -2.04 -1.45
N2 -1.13 -1.57 0.62
C1 0.49 1.41 0.96
C2 -0.55 -1.07 -0.54
C3 1.23 2.50 0.90
C4 -0.41 0.24 -0.78
H1 -0.75 -2.44 0.94
H2 0.00 0.61 -1.72
H3 2.09 2.63 1.54
H4 0.76 0.57 1.60
H5 0.98 3.31 0.24
H6 -0.76 -2.84 -1.48
H7 0.04 -1.67 -2.37
H8 -1.23 -0.88 1.35